Record 1
{"formula": "C4H7BaO3", "method": "ωB97M-V/def2-TZVPD", "species": ["H", "O", "C", "C", "O", "C", "C", "O", "Ba", "H", "H", "H", "H", "H", "H"], "xyz": [[0.16, 4.80, -0.41], [2.16, 0.92, -0.54], [2.13, -0.20, -0.08], [0.83, -0.70, 0.54], [0.21, -1.58, -0.27], [-1.16, -1.28, -0.56], [-1.51, -0.13, 0.37], [-0.26, 0.53, 0.55], [0.59, 2.79, -0.26], [2.95, -0.92, -0.23], [0.99, -1.06, 1.57], [-1.74, -2.19, -0.37], [-1.24, -1.01, -1.62], [-1.82, -0.49, 1.36], [-2.29, 0.52, -0.05]], "spin_multiplicity": 1, "homo_energy_ev": -10.400, "charge": 1, "orbital_gap_ev": 5.779}



Record 2
{"formula": "C49H56N10O4P", "method": "ωB97M-V/def2-TZVPD", "species": ["C", "C", "O", "C", "N", "C", "P", "O", "O", "O", "H", "H", "H", "H", "H", "H", "H", "H", "H", "H", "H", "N", "C", "C", "C", "C", "C", "H", "H", "H", "H", "H", "N", "C", "C", "C", "C", "C", "H", "H", "H", "H", "H", "N", "C", "C", "C", "C", "C", "H", "H", "H", "H", "H", "N", "C", "C", "C", "C", "C", "H", "H", "H", "H", "H", "N", "C", "C", "C", "C", "C", "H", "H", "H", "H", "H", "N", "C", "C", "C", "C", "C", "H", "H", "H", "H", "H", "N", "C", "C", "C", "C", "C", "H", "H", "H", "H", "H", "N", "C", "C", "C", "C", "C", "H", "H", "H", "H", "H", "N", "C", "C", "C", "C", "C", "H", "H", "H", "H", "H"], "xyz": [[2.82, 6.03, -0.51], [1.30, 5.90, -0.75], [0.96, 6.53, -2.00], [0.78, 4.43, -0.66], [-0.01, 4.12, 0.49], [-1.40, 4.04, 0.23], [-2.29, 5.55, -0.28], [-2.07, 6.85, 0.39], [-2.10, 5.62, -1.88], [-3.87, 5.09, -0.10], [3.25, 6.73, -1.22], [3.33, 5.06, -0.60], [3.03, 6.41, 0.49], [0.76, 6.45, 0.01], [1.31, 5.95, -2.69], [1.68, 3.78, -0.64], [0.28, 4.22, -1.63], [-1.71, 3.29, -0.54], [-1.94, 3.78, 1.15], [-2.45, 6.45, -2.22], [-4.41, 5.89, -0.07], [3.38, 0.49, 2.40], [2.77, 0.02, 3.49], [1.49, 0.38, 3.88], [0.80, 1.28, 3.09], [1.39, 1.79, 1.95], [2.68, 1.37, 1.66], [3.34, -0.70, 4.08], [1.06, -0.05, 4.77], [-0.21, 1.59, 3.36], [0.86, 2.50, 1.30], [3.19, 1.74, 0.78], [-0.33, -3.53, 1.36], [0.54, -2.54, 1.55], [1.91, -2.67, 1.39], [2.41, -3.90, 1.00], [1.52, -4.95, 0.78], [0.16, -4.71, 0.98], [0.12, -1.59, 1.86], [2.56, -1.82, 1.56], [3.47, -4.05, 0.86], [1.86, -5.93, 0.48], [-0.57, -5.50, 0.82], [2.74, 5.34, -4.79], [3.54, 6.41, -4.76], [4.93, 6.32, -4.79], [5.51, 5.07, -4.85], [4.69, 3.95, -4.87], [3.32, 4.14, -4.84], [3.05, 7.37, -4.70], [5.53, 7.22, -4.77], [6.59, 4.96, -4.88], [5.10, 2.95, -4.91], [2.64, 3.29, -4.84], [-3.85, -5.01, 1.29], [-5.01, -5.65, 1.44], [-5.74, -5.65, 2.62], [-5.24, -4.97, 3.71], [-4.03, -4.31, 3.57], [-3.38, -4.35, 2.35], [-5.38, -6.18, 0.56], [-6.69, -6.18, 2.67], [-5.77, -4.94, 4.65], [-3.60, -3.76, 4.40], [-2.43, -3.84, 2.20], [-5.88, -0.01, -0.09], [-5.52, 1.28, -0.06], [-4.21, 1.72, -0.09], [-3.20, 0.77, -0.16], [-3.56, -0.58, -0.20], [-4.90, -0.91, -0.16], [-6.34, 1.99, 0.00], [-3.98, 2.78, -0.06], [-2.16, 1.07, -0.18], [-2.81, -1.35, -0.25], [-5.21, -1.95, -0.19], [-2.58, -7.26, 5.67], [-3.46, -7.75, 4.80], [-4.27, -8.84, 5.07], [-4.17, -9.45, 6.31], [-3.26, -8.95, 7.22], [-2.49, -7.86, 6.86], [-3.51, -7.24, 3.84], [-4.97, -9.19, 4.32], [-4.79, -10.31, 6.55], [-3.14, -9.40, 8.20], [-1.77, -7.44, 7.55], [-6.61, -2.30, 5.11], [-6.15, -1.41, 4.24], [-6.39, -0.04, 4.35], [-7.15, 0.41, 5.41], [-7.64, -0.51, 6.32], [-7.34, -1.85, 6.13], [-5.56, -1.80, 3.42], [-5.99, 0.64, 3.61], [-7.36, 1.47, 5.52], [-8.25, -0.20, 7.16], [-7.71, -2.60, 6.82], [6.84, 4.76, -9.27], [7.26, 5.54, -10.25], [6.87, 6.86, -10.41], [5.97, 7.40, -9.50], [5.52, 6.59, -8.47], [5.98, 5.29, -8.39], [7.96, 5.09, -10.95], [7.25, 7.45, -11.23], [5.63, 8.42, -9.59], [4.82, 6.96, -7.73], [5.64, 4.63, -7.60], [5.24, -6.52, -2.41], [6.48, -6.29, -2.83], [7.06, -5.03, -2.85], [6.32, -3.95, -2.40], [5.02, -4.18, -1.96], [4.53, -5.48, -1.98], [7.03, -7.16, -3.18], [8.08, -4.90, -3.20], [6.74, -2.95, -2.40], [4.40, -3.37, -1.60], [3.53, -5.69, -1.64]], "spin_multiplicity": 1, "homo_energy_ev": -2.853, "charge": -1, "orbital_gap_ev": 4.912}



Record 3
{"formula": "C14H43NO8", "method": "ωB97M-V/def2-TZVPD", "species": ["C", "O", "H", "H", "H", "H", "C", "O", "H", "H", "H", "H", "C", "O", "H", "H", "H", "H", "C", "O", "H", "H", "H", "H", "C", "O", "H", "H", "H", "H", "O", "H", "H", "O", "H", "H", "C", "C", "C", "C", "C", "C", "N", "O", "C", "C", "C", "H", "H", "H", "H", "H", "H", "H", "H", "H", "H", "H", "H", "H", "H", "H", "H", "H", "H", "H"], "xyz": [[-2.46, -2.47, -1.85], [-1.62, -3.38, -1.15], [-2.45, -2.78, -2.90], [-3.51, -2.55, -1.55], [-2.09, -1.45, -1.78], [-1.60, -3.04, -0.25], [-4.31, 0.10, 4.94], [-4.89, 0.57, 3.75], [-4.16, 0.89, 5.68], [-4.89, -0.68, 5.47], [-3.37, -0.45, 4.78], [-4.77, 1.52, 3.75], [-3.95, -4.14, 3.00], [-4.65, -4.93, 3.95], [-4.49, -3.22, 2.74], [-2.97, -3.76, 3.31], [-3.88, -4.77, 2.11], [-4.97, -4.37, 4.66], [3.43, -0.56, 1.44], [2.22, -0.42, 2.17], [3.56, -1.58, 1.07], [3.53, 0.16, 0.63], [4.26, -0.26, 2.10], [1.98, -1.27, 2.56], [-0.92, -1.15, 2.36], [-0.46, -0.70, 1.08], [-2.00, -1.19, 2.36], [-0.43, -2.09, 2.61], [-0.65, -0.37, 3.08], [0.42, -0.32, 1.23], [2.19, -2.76, 3.91], [1.33, -2.85, 4.37], [2.20, -3.46, 3.25], [-0.39, -3.25, 5.17], [-0.15, -4.17, 5.36], [-0.30, -2.79, 6.02], [0.34, 0.12, -4.10], [1.04, 1.09, -3.14], [2.55, 0.76, -3.24], [3.45, 1.83, -2.60], [3.14, 3.17, -3.21], [1.67, 3.57, -3.02], [0.84, 2.47, -3.53], [-0.53, 2.80, -3.52], [1.32, 3.94, -1.59], [1.41, 4.79, -3.93], [0.57, 0.74, -1.70], [0.64, -0.87, -3.74], [-0.75, 0.12, -4.05], [0.75, 0.18, -5.11], [2.73, -0.22, -2.82], [2.78, 0.78, -4.31], [3.32, 1.77, -1.51], [4.49, 1.50, -2.70], [3.35, 3.14, -4.29], [3.76, 3.99, -2.83], [1.54, 4.98, -1.37], [1.83, 3.31, -0.86], [0.25, 3.80, -1.45], [0.52, 5.34, -3.62], [1.38, 4.58, -5.00], [2.18, 5.54, -3.68], [0.89, -0.30, -1.53], [0.93, 1.40, -0.92], [-0.51, 0.68, -1.59], [-0.68, 2.92, -4.46]], "spin_multiplicity": 1, "homo_energy_ev": -8.099, "charge": 0, "orbital_gap_ev": 8.107}



Record 4
{"formula": "C5H9NO", "method": "ωB97M-V/def2-TZVPD", "species": ["C", "C", "C", "C", "O", "C", "N", "H", "H", "H", "H", "H", "H", "H", "H", "H"], "xyz": [[-1.59, -0.37, -0.50], [-0.49, -0.69, 0.51], [0.46, 0.47, 0.72], [1.79, 0.37, 0.62], [1.23, 0.63, -2.33], [-1.08, -1.07, 1.79], [-1.56, -1.36, 2.80], [-1.13, -0.15, -1.46], [-2.17, 0.50, -0.18], [-2.27, -1.22, -0.61], [0.07, -1.56, 0.15], [1.12, 0.68, -1.36], [0.00, 1.40, 1.04], [2.28, -0.58, 0.40], [2.44, 1.21, 0.83], [1.12, 1.56, -2.56]], "spin_multiplicity": 1, "homo_energy_ev": -10.817, "charge": 0, "orbital_gap_ev": 11.558}



Record 5
{"formula": "C3H14O5", "method": "ωB97M-V/def2-TZVPD", "species": ["C", "O", "C", "C", "H", "H", "H", "H", "H", "H", "H", "H", "O", "H", "H", "O", "H", "H", "O", "H", "H", "O"], "xyz": [[-1.20, 0.50, -3.57], [-2.61, 0.23, -3.42], [-0.94, 1.77, -2.86], [-0.50, 1.72, -1.53], [-1.00, 0.57, -4.64], [-0.55, -0.31, -3.21], [-3.08, 0.96, -2.99], [-0.95, 2.66, -3.48], [-0.25, 2.56, -0.90], [-0.43, 0.73, -1.06], [1.43, 3.06, 3.15], [1.48, 3.69, 1.65], [1.31, 2.92, 2.22], [0.04, -3.75, 2.24], [1.12, -3.42, 3.15], [0.83, -4.17, 2.62], [-0.86, -1.47, 4.23], [0.69, -1.11, 4.14], [-0.01, -1.68, 3.83], [1.89, -2.60, 0.07], [2.10, -1.13, 0.40], [1.48, -1.73, -0.03]], "spin_multiplicity": 2, "homo_energy_ev": [-12.819, -12.819], "charge": 1, "orbital_gap_ev": [7.037, 3.209]}



Strongest force on any atom, record by record: 0.057 0.008 0.031 0.028 0.030 hartree/bohr